34
Properties=species:S:1:pos:R:3 method="wB97M-V/def2-TZVPD" e_homo_ev=-8.03 fmax_ev_per_a=3.3 total_energy_ev=-18356.986 smiles=Cc1c[nH]c2ccccc12.Cc1ccccc1 orbital_gap_ev=8.90
C 0.561 1.517 -3.293
C -1.696 2.491 -3.220
C -0.735 1.649 -2.548
C -2.950 2.582 -2.636
C -3.289 1.944 -1.459
C -1.093 1.007 -1.376
C -2.329 1.245 -0.796
H -1.684 2.820 -4.266
H -3.611 3.357 -3.145
H 1.154 0.661 -2.953
H 1.179 2.424 -3.236
H -4.321 2.155 -1.061
H -0.236 0.422 -1.000
H -2.447 0.711 0.131
H 0.487 1.370 -4.374
C 1.435 -3.937 2.618
C 0.321 -0.512 1.839
C 1.216 -1.582 1.687
C 0.576 -2.778 2.287
C -0.588 -2.315 2.810
C 0.643 0.757 1.434
C 1.913 0.994 0.909
C 2.777 -0.061 0.735
C 2.397 -1.379 0.991
N -0.818 -0.952 2.480
H -0.085 1.559 1.466
H 2.320 1.975 0.802
H -1.327 -0.304 3.044
H 3.723 0.086 0.156
H -1.398 -2.897 3.230
H 3.080 -2.167 0.720
H 0.822 -4.772 3.017
H 2.219 -3.683 3.305
H 1.783 -4.385 1.702